1.
65
Properties=species:S:1:pos:R:3:forces:R:3:nbo_charge:R:1 method="wB97M-V/def2-TZVPD" total_charge=-1 lumo_energy_ev=1.9 energy_ha=-7497.80407
N -4.4914 -3.5568 0.9883 -0.01 1.18 0.34 -1.3861
Al -3.7040 -1.7855 0.9360 -0.64 -1.15 -0.14 1.3358
O -4.8839 -0.6985 1.9871 0.39 -0.76 0.67 -0.7306
N -4.4527 -0.6741 3.2706 0.66 1.61 -1.42 0.3482
O -3.5503 0.1226 3.3879 -0.60 -0.72 0.85 -0.3809
H -4.5717 -3.7410 2.0002 -0.06 -0.16 -0.53 0.3411
H -5.4636 -3.4724 0.6604 0.45 -0.17 0.19 0.3476
H -2.2679 -1.8599 1.6244 0.12 0.12 0.20 -0.4396
H -3.6614 -1.1710 -0.5340 -0.32 0.22 -0.08 -0.4420
Cl -1.6148 -2.6420 -2.0506 0.04 0.00 -0.06 -0.0280
C 0.0223 -2.2730 -2.6422 -0.13 -0.07 0.08 -0.4008
C 0.8947 -1.6915 -1.5525 0.18 -0.22 -0.06 -0.3933
Cl 0.3711 -0.0645 -1.0586 -0.11 0.12 -0.09 -0.0703
H -0.0674 -1.5974 -3.4900 -0.07 0.02 0.17 0.2217
H 0.4528 -3.2107 -2.9984 0.08 0.06 0.08 0.2105
H 1.9201 -1.5987 -1.9082 -0.10 0.06 0.00 0.2237
H 0.8986 -2.3251 -0.6654 -0.11 0.09 -0.03 0.2304
Cl 2.0560 -1.5309 -5.0703 0.16 0.06 -0.21 -0.0509
C 1.4914 -1.9756 -6.6991 0.01 -0.05 -0.15 -0.3902
C 0.8661 -0.8056 -7.4261 0.07 -0.03 -0.13 -0.3912
Cl -0.6777 -0.3079 -6.6933 0.03 0.01 0.04 -0.0459
H 0.7912 -2.8049 -6.5987 -0.01 0.13 0.06 0.2265
H 2.3631 -2.3309 -7.2503 -0.04 0.09 0.00 0.2176
H 0.6522 -1.0841 -8.4589 0.01 -0.06 0.08 0.2177
H 1.5299 0.0586 -7.4368 -0.05 -0.07 0.11 0.2205
Cl 4.9442 -0.3978 -0.6017 0.02 0.10 -0.10 -0.0459
C 6.0405 -1.5651 -1.3802 0.12 0.03 0.01 -0.3948
C 5.5344 -1.9771 -2.7436 0.21 0.06 -0.07 -0.3880
Cl 4.0546 -2.9580 -2.6262 0.10 -0.13 0.02 -0.0530
H 6.1544 -2.4232 -0.7176 -0.12 0.07 -0.02 0.2299
H 7.0116 -1.0769 -1.4740 -0.07 0.00 -0.08 0.2178
H 6.2809 -2.5872 -3.2540 -0.02 -0.01 0.11 0.2168
H 5.3210 -1.1092 -3.3677 -0.09 -0.05 0.10 0.2231
Cl 4.4009 -3.0611 1.4084 -0.03 -0.21 0.04 -0.0684
C 4.0593 -2.6624 3.1100 -0.12 0.05 0.22 -0.3911
C 5.0095 -1.6187 3.6528 -0.30 0.14 0.00 -0.3839
Cl 6.6729 -2.2403 3.8148 0.12 -0.03 -0.02 -0.0799
H 4.1032 -3.5847 3.6887 0.10 0.06 -0.08 0.2186
H 3.0364 -2.2847 3.1472 0.10 0.08 -0.04 0.2457
H 4.6886 -1.3093 4.6478 -0.01 -0.08 -0.06 0.2256
H 5.0393 -0.7359 3.0147 0.03 -0.13 -0.02 0.2320
Cl -7.5177 -1.5176 -0.0789 -0.14 0.00 -0.08 -0.0556
C -6.9271 0.0906 -0.5561 0.18 0.17 0.01 -0.3998
C -8.0028 1.1488 -0.4564 0.28 0.01 0.21 -0.3755
Cl -9.2876 0.9287 -1.6751 -0.14 0.02 -0.07 -0.0875
H -6.5293 0.0174 -1.5678 -0.09 -0.04 0.07 0.2230
H -6.1032 0.3353 0.1170 -0.08 -0.05 0.04 0.2626
H -7.5682 2.1339 -0.6304 0.02 -0.09 -0.06 0.2154
H -8.4695 1.1516 0.5282 -0.02 -0.10 -0.11 0.2204
Cl 1.2893 2.4418 4.7557 0.12 -0.12 0.11 -0.0779
C 0.6584 2.5583 3.0933 -0.10 -0.02 -0.26 -0.3843
C 0.3924 1.2006 2.4827 -0.31 0.11 0.09 -0.3852
Cl 1.8958 0.2959 2.1713 0.20 -0.06 0.06 -0.0870
H 1.3734 3.1300 2.5015 0.02 -0.09 0.09 0.2135
H -0.2693 3.1260 3.1478 0.02 -0.12 0.04 0.2347
H -0.1098 1.3186 1.5219 0.07 -0.02 0.04 0.2396
H -0.2426 0.5896 3.1237 0.08 0.02 -0.06 0.2457
Cl 0.9360 5.8992 5.0165 -0.05 0.05 -0.12 -0.0464
C 0.5069 7.0986 3.7702 0.01 0.16 0.01 -0.3920
C -0.9641 7.0618 3.4143 0.04 0.17 0.05 -0.3902
Cl -1.4169 5.5709 2.5549 -0.04 0.02 0.00 -0.0500
H 1.1342 6.9168 2.8978 -0.10 -0.08 0.06 0.2216
H 0.7621 8.0788 4.1755 -0.09 -0.03 -0.02 0.2169
H -1.2034 7.8934 2.7501 0.09 -0.05 0.01 0.2186
H -1.5913 7.1435 4.3016 0.09 -0.10 -0.04 0.2236

2.
61
Properties=species:S:1:pos:R:3:forces:R:3:nbo_charge:R:1 method="wB97M-V/def2-TZVPD" total_charge=+1 lumo_energy_ev=-3.3 energy_ha=-1888.72967
C -3.9562 -5.6419 -0.7556 0.37 0.06 -0.06 -0.6114
C -3.1497 -4.9111 -1.8227 -0.05 0.14 0.18 -0.3890
C -3.4027 -3.4079 -1.7852 0.01 -0.52 0.03 -0.4310
C -2.7292 -2.7579 -0.5959 -0.73 0.27 0.22 -0.0622
O -1.8441 -1.7109 -1.0293 -0.01 -0.02 -0.30 -0.3761
N -1.4575 -0.9935 0.1156 -0.69 -0.23 0.69 -0.4101
C -0.1014 -0.7072 0.0334 -0.05 -1.03 0.53 0.7157
N 0.3784 0.1196 -0.8614 -0.60 2.21 -0.35 -0.5267
C -0.5928 1.1442 -1.3670 0.83 0.42 0.53 -0.2617
C -0.8461 2.1956 -0.2786 -0.52 0.22 0.38 -0.0911
O -2.2259 2.2488 0.0918 0.08 -0.51 0.12 -0.7183
N 0.6397 -1.3550 0.8786 1.48 0.70 0.51 -0.8777
B -0.0349 -2.2857 1.8823 -0.65 -1.06 0.25 1.2338
O 0.0573 -3.6206 1.5975 0.36 -0.22 -0.09 -0.9254
N -0.7559 -1.8787 3.0347 0.42 1.65 -1.47 -0.7019
C -0.5212 -0.5011 3.4890 -0.33 -0.40 0.36 -0.4135
C -2.1758 -2.2375 3.0291 0.19 -0.34 1.24 -0.3982
P 2.4310 -1.3126 0.9748 0.65 -1.31 1.03 1.2646
C 2.7291 0.3428 1.7430 -0.66 -0.21 -0.74 -0.9986
O 3.0315 -1.2265 -0.5313 -0.31 0.84 0.12 -0.9481
H -4.0811 -6.6826 -1.0113 -0.07 -0.35 -0.05 0.2230
H -4.9343 -5.1893 -0.6628 -0.35 0.00 0.09 0.2009
H -3.4641 -5.6173 0.2088 0.03 0.12 0.34 0.2004
H -2.0861 -5.0491 -1.6621 0.29 -0.37 -0.15 0.1977
H -3.4162 -5.3287 -2.7844 0.05 0.08 -0.36 0.2137
H -3.1066 -2.9342 -2.7132 0.16 0.21 -0.14 0.2308
H -4.4706 -3.2809 -1.6651 -0.32 0.30 -0.24 0.2099
H -3.4900 -2.2823 0.0145 -0.14 0.16 0.25 0.1715
H -2.2222 -3.4713 0.0482 0.45 -0.09 -0.08 0.1882
H -2.0162 -0.1481 0.2387 -0.16 -0.01 -0.45 0.3913
H 1.1656 0.6428 -0.4922 0.56 -0.43 -0.49 0.3959
H -0.0967 1.6601 -2.1684 0.05 -0.17 -0.65 0.2360
H -1.5090 0.6792 -1.6827 -0.20 -0.16 -0.32 0.2482
H -0.2707 1.9769 0.6200 0.34 -0.16 0.07 0.1507
H -0.5146 3.1732 -0.6037 -0.02 0.24 -0.22 0.2127
H -2.2756 2.2795 1.0550 -0.15 0.23 -0.21 0.4801
H 0.9365 -3.9774 1.7933 -0.28 -0.17 -0.28 0.5218
H -0.1063 -0.5225 4.4881 0.04 0.07 0.35 0.2170
H -1.4571 0.0423 3.5339 -0.21 0.29 -0.04 0.1964
H 0.1824 0.0545 2.8779 0.07 -0.01 -0.25 0.1767
H -2.5566 -2.1121 4.0356 -0.17 -0.02 0.27 0.2069
H -2.2930 -3.2802 2.7889 -0.05 -0.34 -0.32 0.2286
H -2.7761 -1.6077 2.3787 0.07 0.09 -0.32 0.1799
H 1.9199 1.0458 1.5727 -0.07 0.31 -0.10 0.2226
H 2.7934 0.1835 2.8073 0.13 -0.08 0.38 0.2695
H 3.6606 0.7633 1.3862 0.28 0.05 -0.03 0.2578
H 3.3060 -0.3316 -0.7880 -0.09 -0.28 -0.27 0.4971
C 4.2432 4.5084 -3.4121 -0.30 0.14 0.05 -0.6407
C 4.6338 4.2710 -1.9694 0.37 -0.22 -0.48 -0.0759
O 3.8866 5.1254 -1.0760 -0.15 0.01 0.19 -0.4575
C 2.6632 4.7501 -0.7712 0.33 -0.24 -0.31 0.7085
O 2.0957 3.7595 -1.1528 -0.07 -0.04 0.21 -0.5977
C 2.0356 5.7566 0.2075 -0.31 0.51 0.32 0.8991
F 2.2431 7.0165 -0.1877 -0.07 -0.40 0.11 -0.2928
F 2.5749 5.5987 1.4312 -0.13 -0.03 -0.35 -0.3071
F 0.7145 5.5527 0.3040 0.38 -0.02 -0.03 -0.3071
H 4.3541 5.5619 -3.6672 0.12 -0.02 -0.01 0.2281
H 4.8721 3.9170 -4.0758 0.04 0.00 0.03 0.2321
H 3.2030 4.2373 -3.5903 0.02 -0.09 0.01 0.2194
H 5.6787 4.5283 -1.8153 -0.07 0.17 0.18 0.2103
H 4.5066 3.2278 -1.6816 -0.19 0.04 0.09 0.1830

3.
59
Properties=species:S:1:pos:R:3:forces:R:3:nbo_charge:R:1 method="wB97M-V/def2-TZVPD" total_charge=-1 lumo_energy_ev=2.1 energy_ha=-4885.42297
C 0.3494 4.0987 0.4722 -0.02 0.09 -0.12 -0.6033
C -0.5929 3.0784 -0.1753 0.03 0.01 0.12 -0.4791
C -0.0925 1.6479 -0.0824 0.00 -0.03 -0.02 -0.4604
Cl 0.2374 1.3267 1.6670 0.10 -0.13 0.10 -0.0936
P -1.1111 0.2129 -0.8926 -0.07 -0.42 0.01 1.6172
C -0.4851 -0.4094 -2.5434 -0.17 0.16 -0.29 -0.8204
C -0.7552 -1.8721 -2.8444 -0.18 0.47 0.14 0.3646
C -2.1733 -2.2578 -3.1661 0.02 -0.15 -0.02 -0.7107
N 0.2351 -2.6598 -2.9123 0.13 -0.38 -0.07 -0.6675
O -0.1486 -0.9289 -0.0497 0.07 0.14 -0.06 -0.8878
C 1.2207 -1.2099 -0.3180 0.14 0.07 -0.06 -0.0916
C 1.9896 -1.5344 0.9696 -0.04 0.07 -0.07 -0.2433
N 3.0398 -0.5600 1.2981 -0.06 -0.10 0.24 -0.6408
C 4.3566 -1.1049 1.6181 -0.08 -0.06 -0.05 -0.2237
C 4.9735 -0.3704 2.8029 0.08 0.09 0.00 0.0879
C 4.4454 -0.8736 4.1436 -0.16 -0.01 -0.05 -0.6359
O 6.3988 -0.5331 2.7857 -0.03 0.00 0.17 -0.7330
N -2.5239 -0.5800 -0.3243 0.61 0.21 0.47 -0.8538
C -2.4673 -1.9577 0.2004 -0.21 -0.08 -0.12 -0.3994
C -3.5243 0.1374 0.4599 -0.07 0.02 -0.20 0.7346
C -3.0587 0.7330 1.7654 -0.14 0.13 -0.04 -0.7424
O -4.6631 0.1662 0.1091 -0.02 -0.17 0.08 -0.4771
P -2.4252 1.6278 -2.1676 0.14 -0.16 -0.04 2.0257
O -1.5497 2.5283 -2.9674 -0.14 -0.05 -0.06 -1.1569
O -3.2511 0.6242 -3.0504 0.05 0.56 0.17 -1.0845
O -3.4754 2.4537 -1.2533 0.01 0.05 -0.14 -1.0086
H 0.2673 5.0540 -0.0502 -0.02 0.00 0.05 0.2077
H 1.3925 3.7794 0.4087 -0.02 0.01 0.01 0.2014
H 0.1074 4.2721 1.5203 0.10 -0.09 0.02 0.2071
H -0.7078 3.3125 -1.2311 -0.06 -0.01 0.03 0.2777
H -1.5769 3.1346 0.2965 0.02 0.09 -0.15 0.2131
H 0.8854 1.5809 -0.5674 -0.01 -0.05 0.04 0.2340
H -0.9425 0.1645 -3.3471 0.03 0.06 -0.01 0.2765
H 0.5847 -0.2082 -2.5963 0.00 -0.13 0.11 0.2573
H -2.2984 -3.3366 -3.0484 -0.02 0.04 -0.04 0.2039
H -2.9122 -1.7270 -2.5702 0.03 0.02 0.00 0.2740
H -2.3833 -1.9958 -4.2062 -0.03 0.05 0.04 0.2506
H -0.0938 -3.5932 -3.1687 0.05 0.02 -0.01 0.3265
H 1.7380 -0.3708 -0.7972 -0.07 0.04 0.07 0.1696
H 1.2609 -2.0435 -1.0195 0.04 0.02 0.06 0.2166
H 2.4622 -2.5152 0.8684 -0.08 0.01 -0.02 0.1827
H 1.2474 -1.6003 1.7712 0.04 -0.07 0.02 0.2004
H 2.7196 0.0161 2.0637 -0.06 0.12 -0.07 0.3631
H 4.2895 -2.1752 1.8607 0.12 0.02 0.00 0.1682
H 5.0364 -1.0028 0.7670 -0.04 -0.03 -0.01 0.1875
H 4.7319 0.6937 2.6922 0.03 -0.03 -0.05 0.1601
H 3.4695 -1.3517 4.0247 0.01 0.06 0.01 0.2097
H 5.1420 -1.6117 4.5419 -0.03 -0.03 -0.03 0.2237
H 4.3353 -0.0697 4.8722 0.10 -0.03 0.02 0.2076
H 6.8070 0.2988 2.5409 0.00 0.02 -0.10 0.4715
H -2.1176 -2.0037 1.2364 0.03 0.01 -0.04 0.1841
H -3.4764 -2.3696 0.1334 0.01 0.03 0.00 0.2133
H -1.8048 -2.5558 -0.4149 -0.02 -0.03 0.06 0.2221
H -2.2023 0.2155 2.1915 -0.07 -0.06 -0.05 0.2310
H -2.7600 1.7686 1.5795 0.00 -0.04 0.00 0.2442
H -3.9038 0.7414 2.4520 0.05 0.04 0.02 0.2359
H -4.2653 0.6419 -3.0495 -0.08 -0.50 -0.14 0.5374
H -3.8021 3.2125 -1.7575 -0.08 0.00 0.07 0.5045
Br -6.1788 -0.1390 -3.5420 0.02 0.14 0.02 -0.8789

4.
52
Properties=species:S:1:pos:R:3:forces:R:3:nbo_charge:R:1 method="wB97M-V/def2-TZVPD" total_charge=+1 lumo_energy_ev=-5.5 energy_ha=-4034.84391
C 8.4773 2.7047 -0.5470 0.76 -0.56 0.48 -0.6154
C 7.8463 1.4018 0.0564 -0.67 0.74 -0.96 -0.3930
C 6.2962 1.2816 -0.2183 1.00 -0.77 1.19 -0.3929
C 5.8852 -0.2044 0.0994 -0.27 0.92 -0.89 -0.3964
C 4.4176 -0.5560 -0.3376 0.04 0.05 0.57 -0.3970
C 3.4341 -0.7614 0.8826 0.88 -0.69 -0.49 -0.4006
C 2.3773 -1.8873 0.5920 -0.14 0.79 0.59 -0.3968
C 0.8884 -1.4021 0.5658 -0.14 -1.54 0.36 -0.4007
C 0.0207 -2.4486 -0.2523 0.23 1.29 0.10 -0.3930
C -1.1861 -1.7861 -1.0058 -0.11 -1.22 0.03 -0.4035
C -2.5312 -1.8307 -0.1883 -0.15 0.43 -0.62 -0.3979
C -3.2530 -0.4299 -0.1110 -0.20 -0.76 0.98 -0.4021
C -4.8047 -0.6531 -0.0600 0.22 0.41 0.39 -0.4044
C -5.6423 0.6274 -0.4474 -0.02 -0.41 -0.05 -0.6941
P -7.0797 0.8269 0.7176 0.91 -1.18 0.21 0.6918
Br -7.9189 -1.1281 1.4532 0.54 1.71 -0.71 0.0410
P -8.7823 1.9243 -0.1161 -5.15 1.38 -2.15 2.0324
O -9.4864 1.1666 -1.2054 2.02 0.72 2.05 -1.0031
O -9.8497 2.1322 1.1534 2.66 -0.47 -1.44 -0.9160
O -8.3664 3.4290 -0.6405 0.38 -2.10 1.56 -0.9581
H 8.4495 3.5507 0.1748 -0.23 -0.45 -0.61 0.2065
H 8.0456 2.9976 -1.5224 0.06 -0.15 0.57 0.2041
H 9.5574 2.4850 -0.7206 -0.67 0.36 0.05 0.2104
H 8.0138 1.4082 1.1505 0.03 -0.29 -0.56 0.2012
H 8.3431 0.5200 -0.4086 -0.25 0.53 0.47 0.1929
H 6.0463 1.5744 -1.2573 0.10 -0.18 0.56 0.1963
H 5.8051 1.9491 0.5200 -0.09 -0.15 -0.70 0.1944
H 6.0468 -0.3578 1.1893 -0.10 -0.18 -0.73 0.2005
H 6.5876 -0.8413 -0.4835 -0.39 0.23 0.59 0.2006
H 4.4537 -1.4862 -0.9470 -0.13 0.54 0.45 0.1984
H 4.0203 0.2463 -0.9981 0.26 -0.48 0.30 0.1984
H 2.9994 0.2130 1.1796 -0.01 -0.58 -0.14 0.2019
H 4.0689 -1.1078 1.7304 -0.48 0.34 -0.44 0.2005
H 2.4790 -2.6451 1.4024 -0.18 0.33 -0.66 0.2070
H 2.6326 -2.3946 -0.3590 -0.16 0.33 0.44 0.1967
H 0.7502 -0.3609 0.2161 0.25 -0.56 -0.04 0.1954
H 0.5169 -1.4765 1.6161 0.22 0.57 -0.63 0.1969
H 0.6830 -2.9311 -0.9967 -0.40 0.17 0.38 0.2077
H -0.3155 -3.2199 0.4763 0.05 0.31 -0.75 0.2031
H -1.3369 -2.3983 -1.9260 -0.04 0.51 0.53 0.2141
H -0.9455 -0.7648 -1.3766 -0.05 -0.58 0.52 0.2026
H -2.3751 -2.2538 0.8292 -0.01 0.47 -0.59 0.2130
H -3.2295 -2.5407 -0.6911 0.51 0.42 0.28 0.1992
H -2.9762 0.0117 0.8757 -0.05 0.08 -0.82 0.2122
H -2.9198 0.2643 -0.9051 -0.33 -0.50 0.21 0.2155
H -5.0448 -0.9437 0.9902 0.16 -0.01 -0.75 0.2078
H -5.1160 -1.4909 -0.7137 0.13 0.52 0.33 0.2357
H -5.0472 1.5689 -0.3771 -0.50 -0.55 0.12 0.2836
H -6.0222 0.5275 -1.4863 0.00 0.22 0.68 0.2890
H -6.6074 1.4964 1.8780 -0.17 -0.26 -0.29 0.0705
H -9.3777 2.3831 1.9619 -0.38 0.26 0.21 0.5015
H -8.9276 3.6103 -1.4120 0.04 0.00 -0.17 0.5420

no.,gap between HOMO and LUMO (Ha)
1,0.2516
2,0.3342
3,0.2415
4,0.2238